Record 1
Formula: C13H14BrCl39INO5PS2
Source: the Open Molecules 2025 dataset
Level of theory: the ωB97M-V functional and the def2-TZVPD basis

XYZ file:
```
77
C13H14BrCl39INO5PS2 the ωB97M-V functional and the def2-TZVPD basis
O -0.6330 1.6253 -0.5401
S -1.5985 1.2017 -1.6073
O -2.0716 -0.1633 -1.2923
I -0.1791 1.0270 -3.6161
N -2.6374 2.4180 -1.8744
S -4.2676 2.2391 -1.8754
O -4.8055 2.7819 -3.1686
O -4.8497 3.0810 -0.7798
P -5.2539 0.3535 -1.6567
O -4.5439 -0.8000 -2.6706
Br -4.8521 -0.2221 0.5175
H -5.2579 -1.3461 -3.0026
C -2.2995 4.4897 -6.0263
Cl -2.0705 3.4697 -7.4575
Cl -2.0307 3.5691 -4.5489
Cl -1.2259 5.8960 -6.0926
H -3.3240 4.8441 -6.0243
C -6.5054 4.5094 1.9563
Cl -7.9029 3.4300 1.8650
Cl -6.8440 5.8743 3.0335
Cl -5.0742 3.6321 2.4886
H -6.3117 4.8982 0.9630
C 0.6074 2.0305 2.6746
Cl -0.7119 1.6896 3.8024
Cl 1.0837 3.7314 2.7700
Cl 1.9913 0.9785 3.0024
H 0.2543 1.8298 1.6655
C -0.5633 -2.9586 -0.3748
Cl -1.8871 -4.1052 -0.1457
Cl -0.1765 -2.1569 1.1503
Cl 0.8632 -3.7802 -1.0253
H -0.8789 -2.2025 -1.0871
C 1.5432 0.2588 -7.8751
Cl 1.3445 -1.4870 -8.0673
Cl 0.5470 0.8585 -6.5413
Cl 3.2467 0.6642 -7.6113
H 1.2117 0.7359 -8.7813
C 2.5168 -2.9873 4.3393
Cl 1.0279 -2.0850 4.0566
Cl 2.4204 -4.6073 3.6423
Cl 3.9060 -2.1100 3.6830
H 2.6522 -3.0882 5.4060
C 5.7707 1.7607 1.4911
Cl 6.2268 0.4271 2.5598
Cl 6.9746 1.9679 0.2109
Cl 4.1662 1.4967 0.8083
H 5.7432 2.6701 2.0794
C 5.9812 -6.9062 2.9269
Cl 7.0048 -6.9544 1.4856
Cl 5.3321 -5.2852 3.1824
Cl 4.6701 -8.0862 2.7981
H 6.5902 -7.1689 3.7836
C 2.7343 -4.6200 8.2732
Cl 3.5536 -5.4062 6.9152
Cl 3.9148 -4.0123 9.4423
Cl 1.6918 -3.3112 7.7066
H 2.1119 -5.3563 8.7675
C 3.7178 0.2672 -11.6460
Cl 4.6327 -0.7967 -10.5748
Cl 2.7217 -0.6794 -12.7572
Cl 2.7149 1.3964 -10.7220
H 4.4228 0.8450 -12.2314
C 1.9929 0.2959 9.2818
Cl 1.6599 -0.0969 7.5916
Cl 2.6063 -1.1215 10.1438
Cl 3.1376 1.6378 9.3945
H 1.0644 0.6015 9.7491
C -4.1148 7.7234 -3.5550
Cl -4.4719 7.4151 -5.2611
Cl -3.5669 6.2557 -2.7473
Cl -2.9156 9.0158 -3.3973
H -5.0295 8.0522 -3.0767
C -3.5936 -5.9701 2.8710
Cl -3.9915 -6.3547 1.1915
Cl -3.0144 -7.4140 3.7140
Cl -2.4000 -4.6727 2.9648
H -4.4987 -5.6335 3.3620
```

HOMO level: -6.732 eV
DFT total energy: -22891.63254 Ha
total charge: -1

These are the Löwdin partial charges, in e, on atoms 1 to 4: -0.456 0.167 -0.490 0.614

=====

Record 2
Formula: C13H14BrF
Source: the Open Molecules 2025 dataset
Level of theory: the ωB97M-V functional and the def2-TZVPD basis

XYZ file:
```
29
C13H14BrF the ωB97M-V functional and the def2-TZVPD basis
C -2.0746 -0.1836 2.9918
C -1.1703 -1.1796 2.2720
C -0.1706 -0.4966 1.3972
C 0.2509 -0.9632 0.2227
F -0.2401 -2.1478 -0.2136
C 1.2893 -0.3755 -0.6249
C 2.3198 0.3447 -0.0111
C 3.3647 0.8818 -0.7337
C 3.4054 0.7233 -2.1090
C 2.3969 0.0246 -2.7440
C 1.3556 -0.5284 -2.0133
Br 0.0460 -1.4809 -3.0170
H -2.6591 0.3875 2.2771
H -1.4847 0.5037 3.5913
H -2.7625 -0.7065 3.6474
H -1.7681 -1.8705 1.6768
H -0.6303 -1.7695 3.0207
H 0.2223 0.4420 1.7554
H 2.3048 0.4501 1.0622
H 4.1550 1.4090 -0.2212
H 4.2231 1.1284 -2.6868
H 2.4154 -0.1062 -3.8150
C -2.7106 -0.7577 -1.1715
C -2.2668 0.3221 -0.9076
C -1.7892 1.6588 -0.6149
H -3.0291 -1.7273 -1.4134
H -2.5377 2.3976 -0.9052
H -1.5880 1.7596 0.4501
H -0.8676 1.8601 -1.1628
```

SMILES: CC/C=C(\F)c1ccccc1Br.C#CC
HOMO level: -8.556 eV
DFT total energy: -3177.55567 Ha
energy above the lowest of the compared OMol25 structures with the same formula, charge and spin: 0.00 kcal per mole
total charge: 0

These are the Löwdin partial charges, in e, on atoms 1 to 4: -0.103 -0.235 -0.062 -0.287